{
  "formula": "C48H39CsI2N7OPSe2",
  "method": "ωB97M-V with the def2-TZVPD basis set",
  "fmax_ev_per_a": 1.3,
  "total_charge": -2,
  "total_energy_ev": -219623.7348,
  "e_lumo_ha": 0.1208,
  "species": ["Cs", "I", "C", "C", "C", "I", "C", "O", "C", "C", "N", "C", "C", "C", "C", "C", "C", "N", "C", "H", "H", "H", "H", "H", "H", "H", "H", "H", "H", "H", "C", "C", "N", "C", "C", "C", "C", "C", "C", "C", "N", "C", "C", "C", "C", "C", "C", "C", "C", "N", "C", "H", "H", "H", "H", "H", "H", "H", "H", "H", "H", "H", "H", "Se", "P", "Se", "C", "C", "C", "C", "C", "C", "C", "C", "C", "C", "C", "C", "H", "H", "H", "H", "H", "H", "H", "H", "H", "H", "N", "C", "C", "C", "N", "C", "C", "H", "H", "H", "H", "H", "H"],
  "positions_angstrom": [[-0.815, -0.771, 0.185], [-6.968, 0.989, 6.173], [-5.421, 0.346, 4.902], [-4.544, -0.638, 5.333], [-3.535, -1.044, 4.478], [-2.199, -2.544, 5.082], [-3.329, -0.513, 3.168], [-2.391, -0.890, 2.398], [-4.286, 0.488, 2.778], [-4.189, 1.019, 1.367], [-2.953, 1.698, 1.000], [-2.693, 2.972, 1.641], [-1.725, 3.761, 0.789], [-1.923, 5.112, 0.529], [-1.035, 5.772, -0.309], [0.015, 5.064, -0.863], [0.148, 3.720, -0.538], [-0.695, 3.082, 0.274], [-5.294, 0.898, 3.630], [-4.640, -1.080, 6.315], [-5.023, 1.701, 1.179], [-4.295, 0.180, 0.673], [-2.180, 1.077, 1.174], [-2.285, 2.878, 2.657], [-3.631, 3.525, 1.727], [-2.773, 5.629, 0.960], [-1.176, 6.824, -0.535], [0.726, 5.532, -1.533], [0.955, 3.128, -0.960], [-5.998, 1.652, 3.293], [-3.082, 2.629, -3.479], [-2.858, 1.787, -2.372], [-2.503, 0.530, -2.491], [-2.346, -0.002, -3.734], [-2.589, 0.755, -4.910], [-2.951, 2.110, -4.733], [-2.480, 0.170, -6.196], [-2.142, -1.158, -6.282], [-1.886, -1.932, -5.146], [-1.936, -1.399, -3.841], [-1.576, -2.062, -2.744], [-1.545, -3.399, -2.633], [-2.583, -4.250, -3.034], [-2.573, -5.623, -2.758], [-1.527, -6.225, -2.101], [-0.421, -5.429, -1.714], [0.733, -5.973, -1.100], [1.787, -5.169, -0.782], [1.695, -3.789, -1.070], [0.648, -3.247, -1.639], [-0.413, -4.032, -1.966], [-3.350, 3.667, -3.322], [-2.963, 2.156, -1.355], [-3.121, 2.721, -5.614], [-2.666, 0.771, -7.080], [-2.055, -1.623, -7.260], [-1.590, -2.968, -5.256], [-3.428, -3.805, -3.546], [-3.421, -6.226, -3.067], [-1.521, -7.290, -1.895], [0.759, -7.038, -0.887], [2.674, -5.562, -0.300], [2.510, -3.117, -0.813], [3.233, 1.507, -2.110], [3.858, 1.620, -0.067], [3.334, 0.097, 1.345], [3.310, 3.254, 0.591], [2.456, 3.347, 1.681], [2.013, 4.592, 2.124], [2.440, 5.749, 1.492], [3.308, 5.663, 0.407], [3.732, 4.423, -0.047], [5.689, 1.825, 0.025], [6.274, 2.212, 1.232], [7.651, 2.339, 1.337], [8.462, 2.066, 0.238], [7.885, 1.677, -0.961], [6.500, 1.565, -1.070], [2.129, 2.434, 2.165], [1.322, 4.651, 2.957], [2.087, 6.716, 1.832], [3.640, 6.565, -0.096], [4.379, 4.346, -0.914], [5.639, 2.400, 2.090], [8.096, 2.644, 2.277], [9.539, 2.157, 0.322], [8.512, 1.465, -1.820], [6.032, 1.282, -2.007], [1.103, -6.608, 3.698], [0.939, -5.389, 3.054], [-0.166, -5.147, 2.246], [-0.286, -3.911, 1.644], [0.584, -2.916, 1.795], [1.640, -3.150, 2.574], [1.863, -4.356, 3.216], [0.599, -7.388, 3.315], [2.030, -6.827, 4.015], [-0.911, -5.915, 2.073], [-1.130, -3.712, 0.988], [2.347, -2.334, 2.677], [2.742, -4.493, 3.836]],
  "forces_ev_per_a": [[0.6828, 0.0226, -1.1039], [0.0587, -0.0200, -0.0442], [-0.0662, 0.0125, 0.0629], [0.0306, 0.0981, -0.1718], [0.1129, -0.0924, 0.0359], [-0.0536, 0.0573, -0.0219], [0.0591, -0.0398, 0.0832], [-0.5417, 0.1218, 0.3747], [-0.0458, 0.0183, 0.0056], [0.0632, -0.0334, 0.1523], [-0.2457, 0.1054, 0.0119], [0.0709, -0.0724, -0.0441], [0.1350, 0.0248, -0.0502], [0.0263, 0.0434, -0.0154], [-0.0346, 0.0099, 0.0047], [-0.0048, -0.0078, -0.0227], [-0.1634, -0.1124, 0.0199], [-0.0413, 0.0540, -0.0151], [0.1061, -0.0530, -0.0084], [0.0040, -0.0108, 0.0064], [-0.0236, 0.0253, -0.0300], [-0.0112, -0.0115, -0.0228], [-0.1277, 0.1433, 0.1845], [-0.0117, -0.0141, 0.0612], [-0.0438, 0.0255, -0.0124], [0.0212, -0.0231, -0.0031], [0.0085, -0.0234, 0.0064], [-0.0056, -0.0333, 0.0192], [-0.0099, 0.0009, 0.0147], [0.0074, -0.0091, 0.0035], [-0.0167, 0.0259, 0.0191], [0.0469, -0.0387, -0.0403], [0.1314, -0.1208, -0.1566], [-0.0896, 0.0561, 0.0453], [-0.0085, -0.0342, 0.0706], [-0.0062, 0.0195, -0.0110], [-0.0088, 0.0119, 0.0191], [0.0275, -0.0327, 0.1057], [-0.0295, 0.0878, 0.0169], [-0.0984, -0.1994, -0.1162], [0.1285, 0.3167, 0.3010], [-0.0168, -0.1682, -0.0276], [0.0637, -0.0434, 0.0015], [0.0344, 0.0423, 0.0133], [0.0064, 0.0314, -0.0113], [0.0877, 0.0694, -0.0257], [-0.0305, -0.0270, -0.0001], [0.0197, 0.0433, 0.0195], [-0.0888, 0.0086, -0.0791], [-0.1038, -0.0547, 0.1177], [0.0293, -0.0052, -0.0622], [-0.0011, 0.0015, 0.0085], [-0.0017, -0.0089, -0.0310], [-0.0039, 0.0136, -0.0083], [0.0047, -0.0086, 0.0446], [0.0036, -0.0173, 0.0117], [-0.0064, 0.0108, -0.0417], [-0.0011, -0.0398, 0.0163], [-0.0183, 0.0135, -0.0111], [0.0046, 0.0260, 0.0002], [-0.0052, 0.0115, -0.0043], [0.0000, 0.0040, -0.0098], [-0.0278, -0.0159, -0.0018], [-0.0075, -0.0139, 0.0587], [0.0443, 0.1488, 0.0645], [-0.0608, -0.1095, -0.0505], [0.0452, 0.0552, 0.0473], [0.0089, 0.1124, -0.0054], [0.0719, -0.0395, -0.0108], [0.0271, -0.0392, 0.0076], [0.0038, -0.0687, -0.0184], [-0.0533, -0.0055, 0.0545], [0.0407, 0.0254, 0.0220], [0.0132, -0.0166, -0.0456], [-0.0543, -0.0104, -0.0249], [-0.0476, -0.0107, -0.0098], [-0.0731, 0.0135, 0.0196], [0.0720, 0.0319, 0.0218], [-0.0066, 0.0079, 0.0050], [0.0100, -0.0178, -0.0142], [0.0115, -0.0174, -0.0057], [0.0001, -0.0229, 0.0076], [-0.0089, 0.0156, 0.0095], [0.0217, -0.0114, -0.0079], [-0.0184, -0.0061, -0.0139], [-0.0144, 0.0019, -0.0034], [-0.0163, -0.0015, 0.0063], [0.0125, -0.0041, 0.0238], [-0.0881, 0.0784, 0.1631], [0.0789, -0.0067, -0.0355], [-0.0220, -0.0520, -0.0221], [-0.0244, 0.1525, 0.0275], [0.1553, -0.2066, 0.1553], [-0.1306, -0.0438, -0.0516], [0.0062, -0.0189, 0.0248], [0.0120, -0.0360, -0.0607], [0.0631, -0.0280, -0.0486], [0.0045, 0.0216, 0.0028], [-0.0182, -0.0720, 0.0745], [-0.0159, -0.0082, -0.0013], [-0.0235, 0.0169, -0.0202]],
  "lowdin_charge": [0.964, 0.729, -0.763, -0.265, -0.636, 0.849, -0.500, -0.354, -0.151, -0.169, -0.082, -0.161, -0.275, -0.040, -0.084, -0.070, -0.123, 0.139, -0.143, 0.068, 0.113, 0.124, -0.045, 0.128, 0.116, 0.101, 0.097, 0.103, 0.062, 0.089, -0.075, -0.156, 0.097, -0.148, -0.182, -0.047, -0.106, -0.132, -0.052, -0.247, 0.047, -0.266, -0.047, -0.119, -0.096, -0.185, -0.051, -0.078, -0.156, 0.104, -0.169, 0.090, 0.075, 0.102, 0.084, 0.087, 0.095, 0.106, 0.089, 0.087, 0.105, 0.096, 0.108, 0.166, -0.013, 0.175, -0.424, -0.128, -0.093, -0.115, -0.105, -0.109, -0.408, -0.107, -0.102, -0.118, -0.102, -0.117, 0.046, 0.101, 0.093, 0.093, 0.097, 0.100, 0.092, 0.088, 0.092, 0.045, 0.096, -0.333, -0.031, -0.197, -0.019, -0.147, -0.024, 0.081, 0.080, 0.113, 0.095, 0.052, 0.103]
}